No. 1
Density functional theory data (wB97M-V/def2-TZVPD) for 2 unconnected molecules or ions with the total composition CH6O2.

Values from the calculation:
energy above the lowest of the compared OMol25 structures with the same formula, charge and spin = 10.0 kcal/mol
HOMO energy = -10.3 eV
molecular weight = 50.1 g/mol
orbital gap = 11.1 eV

Geometry (Å):
O: 2.33 2.39 -3.49
H: 0.57 -1.17 1.89
H: 1.55 2.52 -4.09
H: -1.55 -2.16 1.85
H: -1.32 -0.59 2.69
H: -2.17 -0.65 1.11
H: 2.03 1.70 -2.85
O: -0.09 -0.96 1.19
C: -1.35 -1.08 1.70

Charges computed using Löwdin, reported in e: -0.09 0.10 0.05 0.08 0.08 0.09 0.05 -0.12 -0.22


No. 2
Density functional theory data (wB97M-V/def2-TZVPD) for a molecular structure, C18H23N3O3TeTi.

Values from the calculation:
energy above the lowest of the compared OMol25 structures with the same formula, charge and spin = 0.5 kcal/mol
<S²> = 0.76
spin multiplicity = 2
HOMO energy (alpha / beta) = -16.0 / -16.0 eV
molecular weight = 504.9 g/mol
total charge = +3
orbital gap (alpha / beta) = 6.2 / 6.5 eV

Geometry (Å):
C: -1.02 -2.72 -0.07
O: -0.74 0.17 1.30
O: 1.49 -0.43 -1.84
H: -2.99 6.14 -5.36
C: -1.21 -0.50 2.29
C: 3.85 -0.37 -1.44
C: -1.64 3.92 -3.19
H: 4.06 -1.39 -1.75
H: -1.81 -4.65 0.41
H: -1.05 5.40 -6.70
N: -0.91 -1.74 -1.00
Te: 0.05 2.64 -1.28
C: -2.52 4.87 -3.70
H: -2.57 2.49 -1.80
H: 5.40 -0.76 -0.06
C: 0.40 2.47 -3.37
N: 4.77 0.01 -0.30
H: -1.43 -2.32 3.07
H: 0.68 -2.07 1.15
C: -0.54 3.51 -3.94
H: 5.36 0.81 -0.53
C: -1.22 4.98 -5.72
C: -2.30 -2.97 -2.49
H: -2.80 -3.04 -3.46
H: 1.45 2.68 -3.57
C: -0.33 4.05 -5.21
N: -1.05 -1.80 2.28
H: -1.43 -1.05 -2.88
C: -2.40 -3.99 -1.56
H: 4.04 0.29 -2.29
H: 0.18 1.45 -3.68
H: -2.97 -4.88 -1.77
C: -0.30 -2.55 1.26
H: -2.19 4.07 -1.08
Ti: 0.05 -0.02 -0.43
H: -0.08 -3.53 1.68
C: -1.93 0.20 3.38
H: -2.76 0.76 2.93
H: -2.30 -0.47 4.14
C: -1.75 -3.86 -0.33
C: -1.55 -1.86 -2.18
H: -1.24 0.93 3.82
H: -3.37 5.20 -3.11
C: 2.41 -0.24 -1.01
C: -1.89 3.34 -1.82
C: -2.31 5.39 -4.97
H: 0.53 3.75 -5.80
H: 4.23 0.25 0.54
O: 2.11 0.06 0.18

Charges computed using Löwdin, reported in e: -0.21 -0.13 -0.07 0.12 -0.39 0.02 -0.30 0.16 0.14 0.12 -0.04 1.49 -0.01 0.07 0.19 -0.36 0.24 0.18 0.12 -0.30 0.19 -0.03 0.02 0.14 0.07 -0.02 0.15 0.13 0.04 0.16 0.06 0.14 -0.05 0.07 0.99 0.15 0.07 0.12 0.11 0.04 -0.06 0.12 0.13 -0.61 -0.36 -0.03 0.13 0.17 -0.06


No. 3
Density functional theory data (wB97M-V/def2-TZVPD) for a molecular structure, C10H8AsF6N4O4S8Tc.

Values from the calculation:
HOMO energy = -14.3 eV
molecular weight = 791.6 g/mol
total charge = +2
orbital gap = 4.9 eV

Geometry (Å):
F: 2.82 1.42 4.30
H: -1.12 -3.57 3.12
N: -0.22 0.97 -1.88
C: 3.76 -1.36 0.74
F: 4.18 -2.34 1.52
S: 0.85 0.58 2.85
C: 0.74 2.59 -3.34
O: 0.15 1.26 1.69
C: -2.09 -3.91 2.78
O: 1.36 -2.49 0.79
C: 0.50 1.77 -4.43
As: -3.87 4.45 -0.27
S: -3.61 1.29 -1.21
H: -0.26 -0.15 -5.06
O: 0.01 0.27 3.95
H: -2.30 -4.88 3.22
C: 0.36 2.16 -2.08
S: 1.93 -1.20 0.96
H: 1.23 3.55 -3.45
H: 0.79 2.08 -5.43
O: 1.53 -0.21 -0.09
H: -2.89 -3.23 3.07
S: -2.33 1.52 0.33
F: 4.35 -0.23 1.05
C: -0.42 0.15 -2.94
S: -2.07 -4.22 1.00
N: -1.55 -2.57 -0.94
S: -1.74 -1.23 1.36
F: 1.37 2.94 3.77
N: -1.16 -1.31 -1.31
H: -1.10 -1.96 -3.27
S: -1.95 3.73 -0.04
S: -5.06 2.60 -0.63
C: -1.71 -2.68 0.34
Tc: -0.58 0.19 0.03
N: 1.77 -0.59 2.39
F: 3.97 -1.66 -0.53
F: 2.77 2.23 2.28
C: -0.08 0.53 -4.23
H: 0.56 2.75 -1.19
C: -0.94 -1.15 -2.57
C: 2.05 1.90 3.34

Charges computed using Löwdin, reported in e: 0.20 0.05 -0.08 -0.69 0.20 0.65 0.00 -0.53 -0.37 -0.24 0.01 0.65 0.12 0.14 -0.21 0.05 -0.12 0.66 0.13 0.13 -0.42 0.04 0.07 0.18 -0.23 0.98 -0.03 0.72 0.18 -0.17 0.16 0.16 0.14 -1.00 0.93 -0.27 0.18 0.17 0.04 0.11 -0.01 -0.69


No. 4
Density functional theory data (wB97M-V/def2-TZVPD) for 4 unconnected molecules or ions with the total composition C42H32NO9P2.

Values from the calculation:
HOMO energy = -4.2 eV
molecular weight = 756.7 g/mol
total charge = -1
orbital gap = 4.4 eV

Geometry (Å):
H: 1.52 3.01 -6.95
C: -8.30 2.19 4.42
C: 5.86 -3.44 -3.98
P: -2.91 1.04 1.36
C: -4.03 0.99 9.18
C: 6.15 -4.03 -5.32
C: 4.79 -1.73 -2.67
H: 4.18 -0.84 -2.60
H: 5.32 1.12 -6.27
H: -2.83 2.44 0.92
C: 2.57 1.76 -2.60
H: -2.02 3.75 -0.74
C: 4.09 1.41 -4.55
C: -6.24 2.29 10.26
P: -4.05 0.57 -0.65
C: -4.08 1.26 10.53
H: -3.52 2.28 -1.91
H: 4.79 0.98 -3.85
H: 8.17 -7.49 -7.62
O: -4.04 0.50 6.44
C: 1.29 2.33 -2.11
H: -4.69 2.28 1.86
C: -0.81 3.45 -2.49
H: -9.19 2.96 6.23
C: -5.09 1.37 8.35
H: -5.64 -0.49 0.30
O: 7.71 -5.71 -1.85
C: 1.96 2.47 -4.94
H: -1.50 3.91 -3.19
C: 5.07 -2.30 -3.90
C: 3.46 2.07 -6.77
H: -1.68 0.72 0.66
C: -0.19 2.76 -0.27
C: 5.31 -2.29 -1.51
H: -3.26 0.97 11.17
H: 6.52 -3.89 -0.69
C: 7.24 -5.22 -2.86
C: -7.35 2.43 8.04
C: -1.09 3.37 -1.14
C: 6.97 -5.27 -5.36
O: -4.47 1.37 2.08
C: -5.00 1.06 6.89
C: -7.27 2.11 6.59
H: -3.19 0.49 8.72
O: -8.31 3.00 8.53
C: 1.00 2.25 -0.75
H: 9.10 -8.49 -5.55
H: -9.13 2.47 3.79
C: -8.34 2.47 5.78
C: -6.16 1.47 6.04
C: 8.26 -6.99 -4.27
C: 7.22 -5.87 -6.59
C: 0.66 3.03 -4.44
O: 5.74 -3.52 -6.34
C: 6.10 -3.43 -1.58
H: 5.09 -1.84 -0.55
H: -2.18 1.32 2.58
O: 3.35 1.19 -1.86
O: -0.12 3.55 -5.21
C: -6.12 1.21 4.67
H: 6.80 -5.41 -7.48
C: 7.98 -7.02 -6.66
H: -7.11 2.79 10.66
C: 2.25 2.56 -6.29
C: 6.38 -4.01 -2.81
H: -0.44 2.68 0.78
H: -7.13 1.36 2.81
O: -4.32 1.99 -1.45
N: -5.33 -0.34 -0.66
C: -6.19 2.02 8.90
C: -7.19 1.57 3.87
H: 1.71 1.77 -0.10
C: 4.38 1.50 -5.90
H: -3.13 -0.35 1.71
C: 8.50 -7.59 -5.50
O: -2.97 0.00 -1.78
H: 8.65 -7.41 -3.35
H: -3.00 -0.96 -1.76
H: 4.67 -1.88 -4.82
C: 7.49 -5.84 -4.20
C: 2.87 1.89 -4.06
H: -5.22 2.12 12.14
H: 3.68 2.13 -7.83
C: 0.38 2.93 -2.99
C: -5.18 1.91 11.08
H: -5.24 0.75 4.22

Charges computed using Löwdin, reported in e: 0.12 -0.06 -0.08 0.26 -0.01 -0.28 -0.04 0.08 0.11 -0.06 -0.27 0.10 -0.01 -0.01 0.43 -0.07 0.01 0.11 0.10 0.12 -0.08 0.01 0.00 0.11 -0.08 -0.07 0.10 -0.08 0.12 0.01 -0.06 -0.08 -0.07 -0.04 0.10 0.12 -0.28 -0.28 -0.06 -0.08 -0.45 -0.28 -0.09 0.12 0.09 0.01 0.10 0.10 -0.01 -0.08 -0.01 0.00 -0.28 0.10 0.00 0.11 -0.06 0.08 0.10 0.01 0.12 -0.06 0.12 0.00 -0.09 0.09 0.11 -0.27 -0.25 -0.08 -0.05 0.12 -0.06 -0.04 -0.06 -0.28 0.12 0.03 0.12 -0.08 -0.08 0.10 0.10 -0.08 -0.07 0.10


No. 5
Density functional theory data (wB97M-V/def2-TZVPD) for a molecular structure, C33H33FN6NiO2S2Se.

Values from the calculation:
energy above the lowest of the compared OMol25 structures with the same formula, charge and spin = 0.0 kcal/mol
HOMO energy = -6.8 eV
molecular weight = 766.5 g/mol
orbital gap = 5.1 eV

Geometry (Å):
C: -3.74 2.34 0.70
C: 5.03 0.98 -2.51
H: 5.45 1.20 -3.49
C: -4.45 0.26 1.63
N: 0.44 0.79 -2.17
C: -4.68 1.62 1.42
H: 2.39 -2.31 0.92
C: -0.27 -3.85 0.02
C: 0.00 1.71 -2.97
Se: 1.84 -2.64 -3.11
C: 1.43 1.95 3.50
H: -2.00 -1.00 -3.88
C: 2.64 2.18 4.16
H: -3.37 0.09 -3.62
H: -3.16 -1.41 1.33
N: 2.16 1.68 -0.05
H: -0.85 -5.38 -1.37
S: 3.35 1.64 -2.47
H: 0.37 -4.51 0.59
N: -1.20 -0.24 -0.09
C: -0.45 -1.39 2.72
C: -2.01 -2.18 -1.35
H: 6.04 2.69 -1.65
C: -4.22 -2.23 -2.63
C: -0.38 -2.52 0.43
N: 1.40 -1.34 -2.00
C: 3.25 1.61 -0.72
H: -0.65 1.97 6.19
C: 0.27 2.03 5.62
H: 3.64 2.21 2.55
C: 0.95 -0.57 -4.16
N: 2.42 1.90 1.31
H: -0.60 -0.36 2.41
H: 0.49 0.36 -6.07
C: 0.25 1.88 4.25
C: 1.77 -1.60 1.47
C: 0.48 0.49 -5.00
C: -0.96 -4.35 -1.07
H: -0.38 2.43 -4.97
H: 3.61 2.49 6.03
C: 0.01 1.60 -4.40
C: 1.34 1.75 2.04
Ni: 0.32 0.87 -0.21
H: -4.59 -2.98 -1.92
H: -3.91 -2.75 -3.54
S: 4.80 1.62 0.11
H: -5.56 2.11 1.81
H: 6.73 1.12 -1.18
C: -3.10 -1.37 -2.04
C: 1.49 2.24 6.26
H: 0.05 -1.39 3.69
H: -0.41 2.60 -2.51
C: 2.66 2.32 5.54
H: -3.86 3.39 0.49
C: 0.93 -0.37 -2.74
C: -3.32 -0.35 1.15
H: 0.55 -3.16 2.18
H: -5.17 -0.32 2.19
H: 2.26 -1.38 2.42
N: 1.41 -1.73 -4.57
H: 1.52 2.35 7.34
H: -3.58 -0.74 -1.29
C: -2.34 0.34 0.41
C: -2.56 -0.44 -3.12
H: -1.91 0.30 -2.67
H: -1.43 -1.85 2.86
H: -2.46 -3.92 -2.51
H: 5.00 -0.10 -2.37
O: 3.82 2.28 3.51
F: -1.75 2.45 -0.54
C: -1.19 -1.64 -0.32
H: 1.74 -0.69 0.88
C: 5.81 1.66 -1.40
C: 0.37 -2.18 1.71
C: -1.86 -3.51 -1.71
H: -5.06 -1.59 -2.90
O: 0.20 1.43 1.54
C: -2.62 1.70 0.22
H: -0.68 1.70 3.72

Charges computed using Löwdin, reported in e: -0.03 -0.51 0.08 -0.09 0.02 -0.11 0.08 -0.06 -0.12 1.18 -0.07 0.09 -0.26 0.09 0.11 -0.10 0.10 0.97 0.11 0.01 -0.05 -0.12 0.08 -0.08 -0.14 -0.17 -0.86 0.10 -0.09 0.03 -0.41 0.00 0.04 0.13 -0.02 -0.05 0.01 -0.10 0.12 0.12 -0.03 -0.40 0.53 0.08 0.07 0.99 0.09 0.08 -0.35 -0.08 0.09 0.13 -0.02 0.12 -0.49 -0.04 0.12 0.10 0.09 -0.21 0.10 0.12 -0.26 -0.04 0.04 0.08 0.10 0.08 0.05 0.02 -0.18 0.03 -0.52 -0.35 -0.06 0.08 -0.08 -0.21 0.12


No. 6
Density functional theory data (wB97M-V/def2-TZVPD) for a molecular structure, C9H13Br3O4.

Values from the calculation:
energy above the lowest of the compared OMol25 structures with the same formula, charge and spin = 233.6 kcal/mol
HOMO energy = -8.1 eV
molecular weight = 424.9 g/mol
orbital gap = 8.1 eV

Geometry (Å):
H: -12.95 -0.03 -30.49
C: -12.62 2.37 -28.23
H: -11.33 -0.92 -27.20
C: -15.42 -0.08 -25.15
H: -11.76 1.83 -30.11
H: -14.41 0.48 -29.84
C: -13.37 -1.10 -25.69
O: -12.09 0.70 -26.50
H: -12.54 -1.02 -26.39
H: -13.58 0.85 -24.70
O: -12.90 0.04 -28.45
C: -14.56 -1.93 -26.04
C: -14.02 0.27 -25.52
H: -13.33 2.74 -30.30
H: -14.10 0.77 -26.48
C: -12.57 0.97 -27.63
H: -13.44 3.05 -27.97
H: -14.87 -1.76 -27.07
C: -13.34 0.58 -29.67
Br: -11.59 -0.08 -24.78
C: -12.78 1.98 -29.76
H: -11.71 2.96 -28.09
O: -16.43 0.61 -24.94
H: -14.26 -2.94 -25.74
H: -12.83 -1.39 -24.79
Br: -10.00 -2.63 -26.10
C: -10.66 -0.80 -26.36
Br: -9.27 0.51 -26.98
O: -15.50 -1.41 -25.13

Charges computed using Löwdin, reported in e: 0.13 0.00 -0.01 -0.43 0.12 0.14 -0.39 -0.57 0.02 0.10 0.09 -0.13 -0.15 0.12 0.13 -0.48 0.13 0.13 -0.14 1.02 -0.11 0.13 0.08 0.14 0.00 0.60 -1.31 0.62 0.03


Short version: maximum force = 3.026, 0.923, 1.126, 0.221, 1.240, 14.710 eV/A, in the order given.